No. 1
120
Properties=species:S:1:pos:R:3:forces:R:3:mulliken_charge:R:1 method="wB97M-V/def2-TZVPD" gap_ev=0.825 lumo_ev=-2.224 homo_energy_ev=-3.049 total_charge=-1 multiplicity=1 total_energy_ha=-11959.9541 largest_force_ha_per_bohr=0.0948
Br 4.065728 -3.185494 0.030077 -0.6 0.6 0.8 -0.125
Br -8.533049 -0.115976 3.631849 -2.6 -0.9 1.3 -0.544
Br -6.456214 3.133300 4.285922 -1.8 1.0 2.9 -0.557
Ca -1.122654 -4.098611 -0.775513 -0.5 -1.1 0.3 0.127
Cl 5.959923 2.817616 -0.499180 3.2 0.1 -3.7 -0.640
S -1.543375 0.346484 -0.573555 1.0 1.5 2.7 -0.168
F -6.473929 3.073963 -5.024404 0.0 0.2 -0.1 -0.301
F -1.149191 3.254409 3.014057 0.8 -2.2 -0.4 -0.330
O 6.042370 6.020089 -0.245818 0.6 0.1 0.0 -0.529
O -7.574909 -3.992903 -0.037911 0.1 0.0 -0.1 -0.638
O -7.605586 1.380781 -1.094009 0.5 0.2 -1.0 -0.415
O -5.812535 -0.786905 3.217724 -0.7 2.4 -3.8 -0.565
O 2.983385 -7.521886 -2.543970 -0.2 0.0 0.0 -0.435
O -7.351198 2.519494 -3.030143 0.7 0.0 0.2 -0.332
O -8.954231 -5.601414 2.080718 0.0 0.0 0.0 -0.469
O 8.621752 4.951578 -0.535775 0.1 1.2 -0.9 -0.588
O -6.889726 1.076434 2.336350 3.5 -1.4 -2.9 -0.377
O 0.438927 0.098730 -3.428060 1.8 -1.5 3.2 -0.488
O 9.360619 8.163892 -3.835243 -0.5 0.3 0.2 -0.606
O -5.657630 1.258172 -2.233880 -0.3 0.3 0.0 -0.199
O 6.912341 9.432258 -3.304880 0.0 -1.0 0.8 -0.640
N -0.392331 1.391073 1.633811 -2.7 0.8 -0.6 0.673
N 0.962620 -0.679524 -1.198318 -1.1 0.9 -0.1 0.728
C 2.884004 -0.693303 1.269503 -0.3 -1.3 -0.2 -0.851
C 2.909594 -2.297086 1.391899 0.0 0.4 0.8 -0.820
C -6.028009 -0.952992 0.808750 0.0 0.3 -0.6 -0.123
C -3.055311 1.289625 1.633170 0.3 0.1 -0.2 -0.060
C 6.872303 6.507262 -0.996716 -1.0 0.7 -0.2 0.508
C 0.856863 1.030382 0.846501 0.1 -1.0 0.4 -0.629
C 1.148957 -0.568759 -2.653751 0.1 0.2 -3.4 0.318
C 5.295860 2.093112 2.579966 -0.6 1.5 -0.8 -0.463
C 1.856129 2.240967 0.537187 0.2 1.1 1.0 -0.022
C 1.082181 3.625342 0.174392 0.9 -0.6 -1.1 -1.504
C 3.732475 -6.857020 -3.551946 0.0 -0.1 0.0 -0.165
C 8.996410 6.600364 -2.171244 1.1 1.3 -1.6 -0.458
C -0.433885 2.030346 2.996857 2.1 -0.1 1.7 0.369
C 0.329550 0.530823 -0.608988 -0.8 1.0 -0.6 -1.263
C 7.233874 8.399858 -2.682994 1.5 1.6 -2.1 0.289
C 8.269128 5.935449 -1.213395 -1.6 -1.8 2.3 0.436
C -5.035049 2.867366 2.202354 1.1 -0.8 -1.5 -1.364
C 3.721450 -8.026970 -1.440121 0.1 0.1 0.0 -0.400
C -6.176047 2.905647 -3.712812 -0.5 0.1 -0.5 0.312
C 2.885948 2.609099 1.717865 1.1 0.0 -0.4 -0.601
C 8.587780 7.764557 -2.976154 0.9 -0.9 0.1 0.524
C -0.884894 1.001168 4.152506 -1.1 -0.1 -0.3 -1.239
C 1.432581 -0.180956 1.762041 1.3 0.5 -0.2 -0.153
C 4.788721 -7.734370 -4.201544 0.1 -0.1 0.0 -1.053
C 4.433376 2.359132 1.258706 -2.1 0.3 3.0 -0.824
C 0.221728 -1.939732 -0.905024 1.5 -1.2 -0.4 -1.424
C -6.256248 2.085481 1.504585 0.0 2.1 -0.6 0.892
C -5.264680 1.734889 -3.513753 0.9 -0.4 -0.1 -0.473
C -3.727878 2.702700 1.235229 0.1 0.2 -0.3 -0.101
C -6.237118 -0.185779 2.193601 1.2 -2.0 2.9 0.824
C 2.358514 -1.438929 -3.274601 -0.4 -1.0 1.6 -0.690
C 4.470813 -6.953700 -0.668714 0.0 0.2 0.0 -0.863
C -1.584316 1.102758 1.095905 -1.2 -0.7 -1.3 0.229
C -8.423607 -6.914386 1.975856 -0.2 0.1 0.2 -0.515
C -6.937495 1.688375 -2.031348 -1.2 -0.6 1.4 0.531
C 6.501796 7.727288 -1.735210 -1.1 -1.2 1.6 -0.402
Li 3.528082 -0.048752 3.446560 -0.1 0.4 0.6 0.932
H 0.658406 2.296291 3.241463 -1.7 -0.1 -0.7 0.143
H 0.432008 1.433175 -1.302850 0.4 -1.5 0.8 0.964
H 4.509195 1.534483 0.488658 -0.3 1.0 1.3 0.097
H 0.135296 3.429198 -0.428377 1.0 0.4 1.0 0.267
H 6.393080 1.871543 2.392923 -1.5 0.0 0.2 0.317
H -7.860345 -7.158733 2.880329 0.1 -0.2 -0.1 0.277
H -3.037459 3.595824 1.363108 -0.6 -1.3 0.0 0.428
H -5.800436 3.844341 -3.295383 -0.1 0.0 -0.2 0.285
H 3.357517 -2.592281 2.409697 -0.8 0.1 -1.5 0.307
H 3.118422 -0.436123 0.188677 -0.4 0.0 1.6 0.276
H 0.989198 -2.811964 -1.067695 -1.1 1.2 0.2 0.538
H 5.215552 -6.450795 -1.288457 0.1 -0.1 0.0 0.249
H -7.072116 2.859010 1.264590 1.1 -1.3 0.4 0.305
H 2.815072 3.725833 1.962111 -0.1 -1.7 -0.2 0.498
H -0.124928 -2.043692 0.199013 0.3 0.4 -1.6 0.484
H 3.756333 -0.269149 1.898215 -1.0 -0.5 -2.1 0.339
H 2.781755 -2.098350 -2.429040 -0.5 1.1 -1.2 -0.011
H 2.489735 1.932907 -0.373405 -1.0 0.3 1.3 0.764
H 3.015282 -6.543549 -4.315507 -0.1 -0.1 0.2 0.347
H 4.329176 -8.625163 -4.637825 0.0 0.1 0.0 0.283
H 9.999713 6.256679 -2.397752 0.0 -0.1 0.0 0.419
H -1.949841 1.238642 4.500526 1.5 -0.2 -0.5 0.479
H 5.538503 -8.072097 -3.483520 0.0 0.1 0.0 0.261
H 0.677517 -1.038074 1.866768 1.1 1.3 -0.3 0.357
H -0.213584 1.040142 5.067490 -0.7 0.2 -1.3 0.265
H -4.854194 2.394224 3.234906 0.4 0.6 -1.9 0.442
H 1.860818 -2.736589 1.272169 1.6 0.5 0.2 0.319
H 3.210674 -0.790828 -3.651620 -1.4 -0.6 0.3 0.338
H 1.802589 4.178812 -0.533352 -1.1 -0.7 1.1 0.436
H -9.539083 -5.589936 2.847985 0.1 0.2 -0.1 0.275
H 4.838566 3.353883 0.782612 -1.2 -1.8 1.1 0.430
H -3.699496 0.484431 1.137461 1.0 0.9 0.7 -0.170
H -5.880523 1.694380 0.503042 -0.6 0.1 1.4 -0.765
H -9.236643 -7.631963 1.838023 0.1 -0.2 0.0 0.253
H 4.989768 -7.391507 0.187592 -0.1 0.0 0.0 0.423
H 2.715649 2.052388 2.709038 -0.3 0.4 -0.9 0.085
H -5.195317 -1.733335 0.941255 -1.3 1.2 0.1 0.241
H -5.723324 -0.272389 -0.055985 -0.5 -0.8 1.2 -0.247
H -0.915225 -0.083702 3.771771 0.1 1.7 0.4 0.314
H -7.756996 -6.955628 1.114178 -0.1 0.1 0.0 0.211
H -3.179880 1.162338 2.754781 0.5 0.2 -1.4 0.276
H 5.519017 8.101704 -1.470004 0.0 0.0 -0.1 0.434
H 0.928249 4.287530 1.084092 -0.2 -1.1 -1.2 0.396
H 3.776651 -6.188190 -0.307173 0.1 -0.2 0.0 0.173
H -4.016382 2.675001 0.117604 0.4 0.0 1.6 -0.114
H 4.756238 1.288736 3.204068 0.9 0.4 -0.2 -0.397
H -5.420523 0.948866 -4.257871 -0.2 0.2 -0.1 0.280
H 1.971060 -2.183597 -4.058077 0.5 1.5 0.9 0.298
H 4.175394 -5.939372 -3.149470 0.1 0.0 0.0 0.158
H 2.997080 -8.499111 -0.772252 -0.1 0.1 -0.2 0.337
H 5.229818 3.054764 3.210776 0.1 -1.6 -0.7 0.326
H 4.399700 -8.820681 -1.769124 0.1 0.0 0.0 0.301
H 1.587904 0.209692 2.839880 -0.8 -0.3 -1.4 0.517
H -0.644918 -2.166336 -1.668556 1.0 1.0 1.0 0.371
H -5.221193 3.979584 2.370310 0.3 -1.7 -0.5 0.414
H -4.211678 2.020274 -3.520076 -0.1 -0.1 0.2 0.267
H 5.305120 -7.184630 -4.991715 0.0 0.0 0.0 0.398
H -7.413872 -4.273232 0.871916 -0.2 0.1 0.0 0.279
H -8.524515 -3.827508 -0.064972 0.1 -0.1 0.1 0.316
H -6.968267 -1.510991 0.458060 1.3 1.0 0.8 0.161

***

No. 2
106
Properties=species:S:1:pos:R:3:forces:R:3:mulliken_charge:R:1 method="wB97M-V/def2-TZVPD" gap_ev=1.340 lumo_ev=-3.895 homo_energy_ev=-5.235 relative_energy_kcal_mol=98.3 total_charge=-1 multiplicity=1 total_energy_ha=-7243.9514 largest_force_ha_per_bohr=0.0708
I 6.540540 -4.146323 -0.758871 -0.5 0.2 -0.6 0.037
I 2.318416 -4.779617 -3.555899 0.3 0.4 0.3 0.057
Br 4.435161 -0.170979 5.062315 -0.3 -2.1 -1.1 0.086
Cl 3.004374 0.913693 -5.558156 1.7 -0.5 -1.6 -0.530
Cl 3.613759 1.726242 6.537901 0.2 -0.8 3.5 -0.470
Al -0.984682 -2.153958 1.981750 -0.2 -0.8 0.3 0.614
Al 0.731887 2.152519 0.304299 -0.2 0.4 -0.6 0.456
F -1.512254 -2.194468 3.636399 0.5 0.2 -1.4 -0.419
F -2.191418 -2.883320 0.962249 0.7 0.7 0.5 -0.359
F 0.535338 -3.026406 1.824151 -2.4 1.5 1.7 -0.316
F 1.764808 -3.621372 0.518389 1.5 -0.7 -1.6 -0.494
F -0.741700 -0.486024 1.489467 0.1 -0.4 0.0 -0.357
F -12.771434 -1.342663 0.392768 -0.2 0.0 0.1 -0.771
O 3.950946 -2.480184 -2.401808 -0.1 -0.1 1.5 -0.262
O 5.666639 3.729779 5.532361 0.2 0.0 0.1 -0.357
O -8.015104 -1.523910 0.932005 0.5 0.1 -0.3 -0.478
O -2.956170 -0.479870 -4.611056 -0.3 -0.8 0.2 -0.161
O 1.876996 -1.965054 -1.744777 -0.4 0.0 0.0 -0.313
O 8.259291 7.899402 7.496173 0.1 0.2 -0.4 -0.617
O -7.358188 -1.153251 -2.062089 0.8 0.1 0.5 -0.238
O -9.908228 -2.430687 -1.331170 0.3 -0.1 0.4 -0.288
O 5.670171 4.056515 8.212685 0.3 0.3 -1.0 -0.569
O 8.181649 7.619680 4.809689 -0.1 -0.2 0.8 -0.574
N 3.577550 -0.670062 -0.826906 -0.7 -0.2 -0.8 0.138
C -0.806882 1.308097 -4.635960 0.9 0.0 0.4 -0.733
C 3.337942 -1.137508 0.562965 0.2 -0.2 1.7 -0.338
C 2.839521 3.365468 4.744192 0.4 0.3 -3.2 -0.723
C 7.642210 6.941501 7.070200 -0.2 -0.2 0.8 0.946
C 3.039193 -1.751328 -1.665212 0.0 0.2 -0.4 -0.130
C 6.306980 4.942003 7.428618 -0.3 -0.3 1.1 0.400
C -7.266967 -2.379089 0.103538 -0.3 -0.7 0.9 -0.470
C -2.083599 -0.736757 -5.713599 0.5 -0.2 -1.4 -0.589
C -7.099565 0.239509 -2.186427 -0.4 0.1 -0.4 -0.968
C 2.696239 0.847556 -2.714803 -1.2 0.7 0.8 -0.964
C -10.259600 -1.511028 -0.300783 0.3 0.1 -0.1 -0.511
C 3.035037 2.187239 3.721983 -1.4 0.5 -0.2 1.053
C 5.230423 -4.507462 -2.486450 -0.9 -1.0 -0.9 -0.165
C 3.259220 -0.010242 1.617738 1.1 1.5 1.6 0.149
C 0.718370 1.692334 -4.336538 -1.8 0.0 -0.1 -0.220
C -10.122047 -3.790753 -1.020716 0.0 0.0 -0.3 -0.804
C 4.421066 0.276886 2.449703 -1.9 0.9 -0.3 -1.272
C -0.788557 0.157732 -5.707904 -0.5 0.0 0.8 -0.496
C 6.918159 5.669432 5.078021 -0.2 -0.3 0.1 -1.037
C 6.959509 5.990453 7.943880 0.2 0.3 -0.1 -0.898
C 6.255652 4.705316 5.954052 0.2 0.3 -0.6 0.832
C 2.054469 0.791436 1.874281 0.9 0.4 0.9 0.686
C -6.548880 -1.834557 -1.133600 -0.9 0.2 -0.6 -0.001
C -9.083528 -0.778021 0.352725 -0.2 0.4 -0.2 -0.102
C -4.008668 -1.428510 -4.579580 0.5 0.0 -0.9 -0.387
C 7.566665 6.718152 5.593470 0.1 0.2 -0.9 0.428
C 1.892990 1.851644 2.878341 2.4 -1.8 -0.4 -1.513
C 1.177886 0.724041 -3.158239 0.3 0.9 -1.4 0.217
C 4.334374 1.357819 3.516915 -1.3 -0.7 0.8 0.060
C 5.202024 -6.067802 -2.683324 1.0 -0.1 0.2 -1.316
C 3.798018 -3.882845 -2.206851 1.9 -0.7 0.0 -0.604
C 2.787648 0.525168 -1.174137 0.4 0.8 -0.3 -0.373
Be -4.119859 -1.849497 -1.849173 0.5 -0.2 0.8 0.368
H -8.667527 -0.027394 -0.318602 0.1 -0.1 -0.2 -0.021
H -4.804792 -1.148009 -5.323258 0.4 -0.4 0.8 0.284
H -8.050828 0.773656 -2.132300 0.1 0.0 0.0 0.304
H 1.314671 1.578066 -5.350048 -1.1 0.2 2.0 0.079
H 1.728327 0.400403 -0.781750 0.5 -0.1 -0.3 -0.101
H -6.143522 -2.709751 -1.673324 0.0 -0.4 0.1 0.292
H 3.488566 4.201347 4.349557 -0.3 -0.7 0.8 0.236
H 5.706859 -4.064607 -3.397025 -0.4 0.0 1.0 0.404
H -10.381560 -3.956631 0.028456 0.0 0.1 -0.1 0.373
H 0.910157 -0.304306 -3.499264 0.3 0.6 0.6 0.003
H -6.441385 0.628013 -1.406442 0.0 -0.1 0.0 0.447
H -10.891350 -1.977906 0.458286 -0.1 0.0 -0.1 0.452
H 0.749922 2.776749 -4.053903 0.3 -0.8 0.0 0.320
H -9.212674 -4.359761 -1.253167 0.0 0.0 0.0 0.255
H 0.906598 2.371104 2.968556 1.0 -0.5 0.2 0.350
H 0.071744 -0.528246 -5.481991 -0.6 0.8 -0.3 0.200
H -0.633370 0.635840 -6.713594 -0.1 -0.7 0.9 0.360
H 8.573379 8.271986 5.421028 0.0 0.0 -0.1 0.346
H 4.818496 -6.379599 -3.690891 0.0 0.5 1.1 0.391
H 4.665617 -6.567415 -1.839173 0.2 0.4 -0.9 0.349
H 2.956445 1.935740 -2.854262 0.0 -1.1 0.1 0.276
H 5.378447 -0.284592 2.361091 -0.9 0.6 -0.2 0.450
H 0.500896 1.000277 -2.296579 0.6 -0.4 -0.6 -0.188
H 1.154172 0.545806 1.236496 0.8 -0.9 1.2 0.806
H -3.620931 -2.464181 -4.806481 -0.5 0.9 0.3 0.405
H -5.675691 -1.218656 -0.828899 -0.1 0.4 0.3 0.168
H 6.858252 5.495648 4.012247 0.0 0.0 0.0 0.444
H 1.785312 3.742646 4.748855 0.8 -0.6 -0.1 0.377
H -9.502990 -0.187564 1.171945 0.0 -0.3 0.1 0.433
H 6.261123 -6.452749 -2.645824 -1.0 0.5 0.0 0.404
H 4.217699 -1.781841 0.849825 -0.9 0.5 -0.3 0.459
H 5.207581 1.606102 4.167407 -0.4 1.1 -1.9 0.193
H 2.415647 -1.774856 0.689893 0.7 0.5 -0.4 0.023
H -1.777800 -1.823546 -5.724208 -0.3 0.9 0.2 0.359
H 3.400924 0.285726 -3.362907 -0.6 0.2 0.8 0.545
H 7.006719 6.172724 9.008431 0.0 0.0 0.0 0.429
H 3.252468 1.428963 -0.679222 -0.3 -1.0 -0.1 0.695
H -1.412108 2.186090 -4.973552 0.5 -0.7 0.1 0.459
H -7.882825 -3.238519 -0.161103 0.0 0.1 -0.5 0.087
H -6.495151 -2.810418 0.753280 0.1 0.2 0.0 0.453
H -4.453842 -1.452048 -3.517722 0.1 0.3 -1.2 -0.133
H 3.253022 3.103604 5.850315 -0.8 1.0 -1.6 0.091
H 5.277696 3.392256 7.606504 -0.2 -0.2 0.2 0.232
H 3.534003 -4.157873 -1.156519 -0.5 0.4 -0.8 0.486
H -2.630265 -0.575503 -6.691024 0.2 -0.1 1.0 0.306
H -10.914680 -4.188353 -1.658861 -0.1 0.0 0.1 0.246
H -10.871918 -0.741313 -0.775098 -0.1 0.0 0.3 0.281
H -6.673080 0.442633 -3.172480 0.1 0.0 0.0 0.272
H -1.230241 0.984189 -3.641896 0.1 0.1 -1.2 0.280